[1]
116
Properties=species:S:1:pos:R:3 method="wB97M-V/def2-TZVPD" e_above_lowest_ev=0.643 total_charge=-1 homo_lumo_gap_ev=5.571 mol_weight_da=1094.9 fmax_ev_per_a=2.3
La -0.4810 -1.5205 -1.5071
O -3.7758 -3.9176 -3.7392
C -2.8580 -3.1746 -3.3694
N -2.3614 -2.9816 -2.1477
C -2.8891 -3.6694 -1.0613
C -4.1926 -4.1778 -1.0322
C -4.6638 -4.8891 0.0518
C -3.8471 -5.0926 1.1516
C -2.5681 -4.5749 1.1676
C -2.0491 -3.8714 0.0765
N -0.7430 -3.3945 0.0104
C 0.2175 -3.9229 0.7691
O 0.1385 -4.8001 1.6390
C 1.6118 -3.4378 0.4337
C 2.6601 -4.2436 0.8820
C 3.9632 -3.8958 0.6002
C 4.1865 -2.7412 -0.1344
C 3.0898 -2.0037 -0.5433
N 1.8267 -2.3158 -0.2629
C -2.1535 -2.3875 -4.4523
C -2.3913 -2.7893 -5.7698
C -1.8733 -2.0539 -6.8111
C -1.1392 -0.9162 -6.5043
C -0.9315 -0.6090 -5.1708
N -1.4055 -1.3212 -4.1543
H -4.8393 -4.0175 -1.8780
H -5.6713 -5.2813 0.0410
H -4.2036 -5.6558 2.0032
H -1.9443 -4.7337 2.0301
H 2.4065 -5.1253 1.4511
H 4.7850 -4.5182 0.9248
H 5.1848 -2.4177 -0.3901
H 3.2497 -1.1172 -1.1429
H -2.9978 -3.6684 -5.9269
H -2.0496 -2.3466 -7.8364
H -0.7339 -0.2841 -7.2831
H -0.3637 0.2762 -4.9188
O -0.2816 3.1628 -2.5429
C -0.1538 1.8289 -2.5905
O -1.0341 1.0847 -2.2065
C 1.0979 1.3256 -3.1790
C 1.9690 2.0810 -3.9599
C 3.0346 1.4295 -4.5585
C 3.1919 0.0647 -4.3715
C 2.2744 -0.6082 -3.5630
N 1.2718 0.0122 -2.9649
C 2.2995 -2.1546 -3.3956
O 3.3417 -2.7239 -3.6980
O 1.2089 -2.6298 -2.9989
H -1.1253 3.3650 -2.1001
H 1.8053 3.1396 -4.0880
H 3.7154 1.9879 -5.1839
H 3.9866 -0.4995 -4.8369
C -3.7186 1.8829 -0.3580
Si -3.2874 0.1479 0.3649
C -3.5340 0.3333 2.2684
C -4.7533 -0.9684 -0.1616
O -1.8341 -0.3361 -0.0077
H -4.6315 2.2815 0.0759
H -3.8575 1.8311 -1.4326
H -2.9265 2.5954 -0.1580
H -4.5026 0.7685 2.4967
H -2.7738 0.9680 2.7191
H -3.4882 -0.6346 2.7587
H -5.7057 -0.4886 0.0485
H -4.7364 -1.9149 0.3703
H -4.7218 -1.1939 -1.2237
C 1.2253 1.8372 2.0535
P 1.2018 0.3690 0.8692
C 2.9785 0.7711 0.4956
C 4.1508 0.4720 1.1781
C 5.3721 0.9495 0.7293
C 5.4507 1.7401 -0.4032
C 4.2878 2.0805 -1.0728
C 3.0760 1.6061 -0.6162
C 1.0579 -0.8866 2.1987
C -0.2778 -1.1227 2.5233
C -0.6175 -2.0479 3.4907
C 0.3713 -2.7637 4.1425
C 1.6982 -2.5415 3.8209
C 2.0433 -1.6129 2.8534
P -0.3245 2.2755 2.9840
C -1.1518 3.4815 1.8745
C -2.3507 4.0008 2.3607
C -3.0494 4.9628 1.6576
C -2.5563 5.4247 0.4486
C -1.3745 4.9050 -0.0500
C -0.6823 3.9275 0.6470
C 0.6242 3.5059 3.9951
C 0.6508 4.8759 3.7680
C 1.5154 5.6873 4.4828
C 2.3605 5.1424 5.4334
C 2.3131 3.7825 5.6943
C 1.4456 2.9750 4.9860
H 1.6091 2.7237 1.5410
H 1.9541 1.5761 2.8304
H 4.1391 -0.1358 2.0667
H 6.2708 0.6944 1.2752
H 6.4072 2.0997 -0.7529
H 4.3274 2.7134 -1.9472
H 2.1646 1.8864 -1.1251
H -1.0476 -0.6027 1.9718
H -1.6585 -2.2289 3.7134
H 0.1158 -3.5164 4.8733
H 2.4770 -3.1094 4.3118
H 3.0847 -1.5090 2.5981
H -2.7308 3.6405 3.3063
H -3.9798 5.3530 2.0444
H -3.0968 6.1717 -0.1150
H -0.9825 5.2727 -0.9883
H 0.2247 3.5213 0.2260
H 0.0027 5.3138 3.0231
H 1.5377 6.7495 4.2800
H 3.0526 5.7729 5.9723
H 2.9611 3.3521 6.4442
H 1.4036 1.9128 5.1873

[2]
116
Properties=species:S:1:pos:R:3 method="wB97M-V/def2-TZVPD" smiles="CCN(CCC1=C(F)C(=O)c2c(CCCSC(=S)n3ccnc3)ccc(I)c2C1=O)C(C)=O.Fc1ccccc1.Fc1ccccc1.Fc1ccccc1.Fc1ccccc1.Fc1ccccc1" homo_lumo_gap_ev=7.549 mol_weight_da=1080.0 fmax_ev_per_a=3.9
C 6.6186 0.4714 2.0477
C 7.2105 -0.5520 0.9805
N 8.0288 0.1217 -0.0603
C 7.1439 0.6101 -1.1366
C 7.6330 2.0068 -1.7611
C 6.5451 3.1024 -1.4253
C 5.3637 3.0417 -2.0960
F 5.1077 2.1040 -3.0640
C 4.2518 4.0918 -1.7382
O 3.5216 4.5697 -2.5686
C 4.2168 4.4681 -0.2144
C 2.9723 4.7143 0.4984
C 1.5518 4.6115 -0.1727
C 0.8242 3.3967 0.5875
C -0.4080 2.8094 -0.2157
S -1.9368 3.1335 0.7929
C -2.9080 1.5893 0.6450
S -2.2726 0.1972 1.2422
N -4.1918 1.6245 -0.0138
C -4.4657 1.8163 -1.3649
C -5.9319 1.7924 -1.3801
N -6.4379 1.5575 -0.0957
C -5.3608 1.4525 0.7326
C 3.0309 5.0782 1.9311
C 4.3187 5.1492 2.6374
C 5.6024 4.8628 1.9435
I 7.4598 4.9182 3.0358
C 5.5105 4.5426 0.5244
C 6.7837 4.2074 -0.3343
O 7.8548 4.7297 -0.1747
C 9.1249 -0.6859 -0.5283
C 9.2056 -1.4309 -1.9021
O 10.0638 -0.8399 0.2371
H 5.6992 0.0110 2.5185
H 7.3635 0.6816 2.8529
H 6.2516 1.4051 1.5304
H 7.8056 -1.3233 1.5279
H 6.3619 -1.0795 0.4458
H 6.1591 0.8570 -0.6402
H 6.8938 -0.1410 -1.9325
H 7.8372 1.9341 -2.8573
H 8.5626 2.3131 -1.2001
H 0.9900 5.5741 -0.0033
H 1.6009 4.3280 -1.2505
H 0.4419 3.7895 1.5630
H 1.6035 2.5994 0.6963
H -0.5040 3.1782 -1.2662
H -0.2832 1.6870 -0.2325
H -3.7681 1.9557 -2.2175
H -6.5184 1.9412 -2.3091
H -5.3591 1.2856 1.8291
H 2.1303 5.2946 2.5501
H 4.3691 5.4020 3.7202
H 9.6307 -0.7897 -2.7153
H 8.1610 -1.7614 -2.1863
H 9.7836 -2.3871 -1.7706
F 1.1615 -0.0191 0.8402
C 1.5445 -1.2739 0.5360
C 0.6165 -2.2994 0.5901
C 1.0114 -3.5916 0.2713
C 2.3307 -3.8450 -0.0876
C 3.2539 -2.8069 -0.1328
C 2.8582 -1.5117 0.1755
H -0.4064 -2.0852 0.8795
H 0.2917 -4.4006 0.3024
H 2.6388 -4.8548 -0.3326
H 4.2827 -3.0065 -0.4085
H 3.5618 -0.6885 0.1370
F -2.2691 -4.1728 -1.1030
C -1.8015 -4.2039 -2.3637
C -0.7981 -5.0984 -2.6955
C -0.3193 -5.1329 -3.9987
C -0.8402 -4.2664 -4.9527
C -1.8432 -3.3700 -4.6067
C -2.3308 -3.3420 -3.3065
H -0.3979 -5.7606 -1.9375
H 0.4603 -5.8345 -4.2703
H -0.4625 -4.2913 -5.9683
H -2.2460 -2.6924 -5.3500
H -3.1185 -2.6555 -3.0216
F -10.5031 3.3506 5.0341
C -10.0144 3.3225 3.7809
C -9.0066 2.4284 3.4657
C -8.5053 2.3961 2.1697
C -9.0100 3.2643 1.2095
C -10.0192 4.1610 1.5407
C -10.5293 4.1874 2.8330
H -8.6205 1.7652 4.2302
H -7.7235 1.6971 1.9088
H -8.6144 3.2400 0.2012
H -10.4093 4.8404 0.7921
H -11.3215 4.8733 3.1068
F 0.3594 -4.2057 4.9011
C -0.0234 -2.9669 5.2548
C -0.2807 -2.6910 6.5856
C -0.6715 -1.4092 6.9510
C -0.8103 -0.4226 5.9810
C -0.5534 -0.7146 4.6463
C -0.1520 -1.9933 4.2808
H -0.1749 -3.4746 7.3256
H -0.8683 -1.1794 7.9913
H -1.1196 0.5761 6.2672
H -0.6661 0.0543 3.8905
H 0.0612 -2.2374 3.2477
F -4.1369 -5.0907 -5.4668
C -5.3666 -4.9483 -4.9446
C -6.2519 -6.0098 -4.9975
C -7.5216 -5.8647 -4.4530
C -7.8944 -4.6577 -3.8720
C -6.9973 -3.5972 -3.8296
C -5.7236 -3.7438 -4.3638
H -5.9465 -6.9396 -5.4613
H -8.2206 -6.6919 -4.4821
H -8.8869 -4.5447 -3.4514
H -7.2898 -2.6556 -3.3803
H -5.0097 -2.9313 -4.3315

[3]
118
Properties=species:S:1:pos:R:3 method="wB97M-V/def2-TZVPD" e_above_lowest_ev=1.320 homo_lumo_gap_ev="5.213 / 5.231" mol_weight_da=1064.5 fmax_ev_per_a=1.4
Ti -0.3846 0.2850 1.2700
O -0.8661 4.0226 2.6414
C -1.0346 2.9173 2.1756
N -0.3475 2.3071 1.1622
C 0.9815 2.5595 0.8499
O 1.8104 3.0732 1.6035
C 1.3534 2.0599 -0.4710
C 2.7410 1.9232 -0.7306
C 3.1758 1.3282 -1.8745
C 2.2269 0.8714 -2.8314
C 0.9050 1.1119 -2.5935
N 0.4465 1.7292 -1.4747
C -2.2225 2.0786 2.6233
C -3.1826 2.5959 3.4839
C -4.3016 1.8313 3.7560
C -4.4494 0.5883 3.1491
C -3.4507 0.1458 2.3017
N -2.3645 0.8764 2.0597
H 3.4143 2.2877 0.0317
H 4.2378 1.2128 -2.0536
H 2.5191 0.3756 -3.7448
H 0.1603 0.8256 -3.3221
H -3.0263 3.5768 3.9093
H -5.0634 2.2055 4.4276
H -5.3173 -0.0299 3.3287
H -3.5025 -0.8140 1.8015
Br -0.0509 -0.7541 -8.1262
C 0.5855 -1.9509 -6.8056
C 1.3654 -1.4602 -5.7692
C 1.8147 -2.3252 -4.7886
C 1.4840 -3.6741 -4.8590
C 0.7549 -4.1705 -5.9293
C 0.2807 -3.2999 -6.8987
N 2.0401 -4.6090 -3.9127
N 1.9479 -4.4358 -2.6896
C 1.1097 -3.4129 -2.1320
C -0.2025 -3.2938 -2.4798
C -1.0427 -2.3339 -1.8652
C -0.5325 -1.4839 -0.9190
O -1.2235 -0.5191 -0.3466
C 0.8377 -1.6438 -0.5176
N 1.2619 -0.7775 0.4488
C 2.5005 -0.8435 0.8195
C 3.4070 -1.8048 0.3026
C 2.9990 -2.6824 -0.6440
C 1.6595 -2.6114 -1.0968
H 1.6153 -0.4077 -5.7335
H 2.4161 -1.9564 -3.9685
H 0.5473 -5.2305 -5.9918
H -0.3096 -3.6687 -7.7256
H -0.6173 -3.9465 -3.2364
H -2.0842 -2.2475 -2.1440
H 2.8130 -0.1274 1.5717
H 4.4178 -1.8179 0.6860
H 3.6679 -3.4300 -1.0499
C 1.3472 4.9016 -4.8150
C 0.1035 4.5816 -3.9979
C 0.3330 4.7835 -2.5057
C -0.8469 4.4011 -1.6214
Ge -1.3487 2.5054 -1.5975
C -2.1227 1.6453 -3.2009
C -3.5936 2.0432 -3.3611
C -3.7762 3.3990 -4.0321
C -5.2388 3.7362 -4.2804
H 1.1829 4.7509 -5.8827
H 2.1817 4.2649 -4.5127
H 1.6573 5.9381 -4.6686
H -0.2007 3.5479 -4.1938
H -0.7339 5.2065 -4.3264
H 0.5781 5.8348 -2.3250
H 1.2218 4.2186 -2.2011
H -1.7431 4.9689 -1.8933
H -0.6320 4.6626 -0.5812
H -2.3595 2.2290 -0.4850
H -2.0367 0.5672 -3.0413
H -1.5794 1.8855 -4.1166
H -4.0921 2.0563 -2.3844
H -4.1200 1.2831 -3.9472
H -3.2211 3.4084 -4.9755
H -3.3236 4.1821 -3.4146
H -5.7248 2.9633 -4.8792
H -5.3479 4.6834 -4.8095
H -5.7898 3.8172 -3.3413
O 0.1265 -0.1457 3.0373
Si 0.6261 -1.3615 3.9861
C -0.0181 -2.9853 3.2827
C -0.8229 -3.0070 2.1474
C -1.2626 -4.1939 1.5765
C -0.9066 -5.4029 2.1550
C -0.1368 -5.4111 3.3110
C 0.2966 -4.2164 3.8665
C 2.5044 -1.3948 4.0625
C 3.2900 -2.5229 3.8279
C 4.6776 -2.4527 3.8679
C 5.3025 -1.2436 4.1339
C 4.5382 -0.1065 4.3655
C 3.1548 -0.1862 4.3362
C -0.0989 -1.0788 5.6902
C 0.4961 -1.5461 6.8601
C -0.1059 -1.3553 8.0958
C -1.3158 -0.6828 8.1794
C -1.9195 -0.2006 7.0255
C -1.3142 -0.4000 5.7944
H -1.1733 -2.0693 1.7183
H -1.8779 -4.1693 0.6855
H -1.2370 -6.3356 1.7162
H 0.1278 -6.3508 3.7792
H 0.8892 -4.2522 4.7753
H 2.8212 -3.4699 3.5851
H 5.2686 -3.3416 3.6844
H 6.3835 -1.1855 4.1599
H 5.0209 0.8413 4.5668
H 2.5727 0.7137 4.5072
H 1.4535 -2.0562 6.8126
H 0.3732 -1.7233 8.9946
H -1.7848 -0.5268 9.1428
H -2.8584 0.3361 7.0858
H -1.7856 -0.0081 4.8980

[4]
118
Properties=species:S:1:pos:R:3 method="wB97M-V/def2-TZVPD" e_above_lowest_ev=0.672 homo_lumo_gap_ev=5.555 mol_weight_da=1135.6 fmax_ev_per_a=2.6
Sr 0.0249 -1.5369 -0.1287
C -5.2347 -0.9826 -2.1693
Se -3.3071 -0.7916 -2.2859
C -2.8741 -2.2824 -3.4468
C -3.2896 -3.6367 -2.9035
Se -2.2261 -4.1322 -1.3275
C -3.6637 -3.9740 -0.0375
H -5.6364 -1.3043 -3.1294
H -5.6394 -0.0015 -1.9323
H -5.5253 -1.6882 -1.3938
H -1.7873 -2.2251 -3.5098
H -3.2843 -2.0943 -4.4404
H -3.1608 -4.3963 -3.6750
H -4.3364 -3.6541 -2.6026
H -4.5268 -4.5243 -0.4066
H -3.9061 -2.9299 0.1446
H -3.3210 -4.4196 0.8923
O 1.7814 -2.4541 -1.6946
N 3.0950 -2.5608 -1.5901
C 3.7524 -3.0486 -2.6708
C 5.1167 -3.1225 -2.7132
C 5.8311 -2.6690 -1.5986
C 5.1504 -2.2202 -0.4985
C 3.7379 -2.1891 -0.4395
S 2.8708 -1.7883 0.9686
H 3.0877 -3.3487 -3.4674
H 5.6013 -3.5215 -3.5922
H 6.9142 -2.6817 -1.5972
H 5.6750 -1.8924 0.3879
C 4.1325 -1.2667 -7.4030
C 3.3609 -0.9554 -6.1502
C 2.0633 -1.4356 -5.9754
C 1.3468 -1.1625 -4.8204
C 1.9486 -0.3999 -3.8350
C 3.2424 0.0760 -3.9640
C 3.9384 -0.2038 -5.1303
S 1.0309 0.0167 -2.3814
O -0.2839 -0.7531 -2.4426
C 0.5152 1.6773 -2.7991
C -0.4676 1.8425 -3.7982
C -0.9261 3.0937 -4.0747
C -0.4383 4.2217 -3.3628
C -0.9654 5.5151 -3.5978
C -0.5430 6.5857 -2.8627
C 0.4334 6.4129 -1.8587
C 0.9655 5.1793 -1.6140
C 0.5464 4.0497 -2.3614
C 1.0211 2.7326 -2.0718
C 1.9087 2.5014 -0.8888
C 3.2995 2.8136 -0.9402
C 3.9003 3.3773 -2.0949
C 5.2454 3.6114 -2.1345
C 6.0588 3.2989 -1.0237
C 5.5059 2.7556 0.0998
C 4.1160 2.4930 0.1708
C 3.5470 1.8720 1.3116
C 2.2237 1.5559 1.3476
C 1.4162 1.8976 0.2446
S -0.3257 1.4668 0.2934
O -0.4204 0.3259 1.2947
C -0.9306 2.9319 1.0594
C -1.7303 3.7618 0.2899
C -2.2136 4.9365 0.8522
C -1.9231 5.2638 2.1717
C -2.4274 6.5434 2.7786
C -1.1416 4.3877 2.9296
C -0.6390 3.2203 2.3868
H 3.4637 -1.4544 -8.2429
H 4.7495 -2.1582 -7.2661
H 4.7979 -0.4465 -7.6727
H 1.6084 -2.0343 -6.7564
H 0.3474 -1.5476 -4.6642
H 3.7096 0.6446 -3.1658
H 4.9533 0.1605 -5.2455
H -0.8532 0.9744 -4.3149
H -1.6839 3.2423 -4.8351
H -1.7204 5.6365 -4.3657
H -0.9587 7.5687 -3.0451
H 0.7598 7.2644 -1.2752
H 1.7075 5.0545 -0.8352
H 3.2796 3.6152 -2.9510
H 5.6925 4.0369 -3.0243
H 7.1240 3.4871 -1.0699
H 6.1249 2.5028 0.9528
H 4.1935 1.6050 2.1386
H 1.7902 1.0306 2.1861
H -1.9647 3.4981 -0.7355
H -2.8310 5.5982 0.2561
H -3.2918 6.9258 2.2364
H -1.6519 7.3130 2.7542
H -2.7118 6.3988 3.8209
H -0.9305 4.6292 3.9650
H -0.0495 2.5367 2.9797
C -3.3145 -5.7410 7.5286
C -3.1269 -4.2200 7.6211
C -4.3183 -3.6395 8.3828
C -1.8559 -3.9177 8.4264
C -2.9927 -3.6354 6.2124
C -3.8706 -2.6769 5.7128
C -3.7414 -2.1427 4.4259
C -2.6997 -2.5956 3.6509
O -2.3386 -2.2540 2.3865
B -1.1501 -3.0233 2.0251
O -0.8854 -3.8251 3.1814
C -1.8168 -3.5515 4.1345
C -1.9412 -4.0839 5.3964
H -3.4676 -6.1681 8.5238
H -2.4425 -6.2256 7.0860
H -4.1818 -5.9863 6.9118
H -4.3597 -4.0775 9.3830
H -5.2644 -3.8602 7.8830
H -4.2357 -2.5563 8.4970
H -1.9277 -4.3508 9.4285
H -1.7104 -2.8398 8.5281
H -0.9683 -4.3296 7.9439
H -4.6882 -2.3243 6.3268
H -4.4335 -1.3968 4.0545
H -1.2335 -4.8305 5.7369